C36H62N2O24 | wB97M-V/def2-TZVPD

Results
SMILES string = C[C@H]1COC(=O)O1.C[C@H]1COC(=O)O1.C[C@H]1COC(=O)O1.C[C@H]1COC(=O)O1.COC(=O)OC.COC(=O)OC.COC(=O)OC.COC(=O)OC.CCCC#N.CCCC#N
Frontier orbital gap = 9.602 eV
Relative energy (zero: lowest compared OMol25 entry of this formula, charge and spin) = 407.7 kJ/mol
Total energy = -3323.9139 hartree
Spin multiplicity = 1

Geometry as XYZ:
```
124
Properties=species:S:1:pos:R:3:forces:R:3
C 0.379 2.659 0.599 -1.1445 -0.7869 -0.8963
C -0.199 1.235 0.587 -0.3243 4.3994 -0.7492
C -0.954 1.102 -0.755 1.6714 -0.1679 0.0591
O -0.085 0.169 -1.429 -1.8183 -0.3161 -1.6918
C 0.925 -0.213 -0.703 1.5073 -1.8600 -0.2832
O 1.721 -1.075 -1.043 -0.7792 1.3839 0.6100
O 0.940 0.457 0.434 0.7569 -1.9552 1.3728
H 0.760 2.708 -0.439 -0.2724 1.0864 0.4582
H 1.237 2.705 1.236 0.2075 0.3610 0.8518
H -0.501 3.276 0.874 1.1099 0.4899 -0.4374
H -0.881 1.181 1.451 0.7471 -1.3782 -0.0140
H -1.082 1.926 -1.481 0.2526 0.0623 1.0528
H -1.877 0.713 -0.486 -1.9198 -1.2698 -0.5077
C -4.568 -2.373 -6.474 0.0364 -2.2965 -0.1812
C -4.736 -2.578 -4.990 -3.9198 0.0853 -2.7422
C -3.801 -3.485 -4.340 -0.2638 0.3398 1.0661
O -3.180 -2.595 -3.406 1.5121 -1.2076 -0.3730
C -3.704 -1.395 -3.496 0.0754 4.0344 2.9231
O -3.400 -0.450 -2.767 -0.2126 -2.1286 -1.4980
O -4.703 -1.321 -4.364 0.8266 -0.0116 0.2439
H -4.501 -3.358 -7.060 -0.5987 1.2865 0.9320
H -3.604 -1.980 -6.551 1.4400 1.3052 -0.8726
H -5.389 -1.748 -6.783 0.1343 0.2959 -0.6484
H -5.768 -2.860 -4.933 -0.6534 -0.7411 0.7169
H -3.233 -3.899 -5.133 1.6850 -0.4247 -0.0788
H -4.266 -4.257 -3.767 -0.2878 -0.6277 0.3048
C 0.918 -1.397 5.489 -1.0651 0.6656 1.4654
C -0.303 -1.417 4.577 1.6704 -1.7762 -1.2521
C -1.595 -1.739 5.287 -0.0459 -0.7740 -0.2916
O -2.536 -0.905 4.571 -4.0040 -4.6181 4.1236
C -2.004 -0.090 3.828 2.4904 3.0677 -3.1607
O -2.543 0.638 3.034 0.0787 0.2396 0.2058
O -0.677 -0.167 3.996 2.3499 0.6755 -1.0707
H 0.631 -0.598 6.254 1.0177 -1.0015 -0.5193
H 1.893 -1.161 4.980 -1.2012 -0.4567 0.6539
H 0.887 -2.434 6.000 0.5028 1.6823 -0.7293
H 0.062 -2.205 3.786 -1.6100 1.4902 0.7274
H -1.570 -1.505 6.351 -0.1743 0.4249 -0.0676
H -1.878 -2.787 5.179 -0.2192 0.2233 -0.1007
C -3.488 -1.457 0.824 1.6738 -0.8494 2.3405
C -2.844 -2.773 0.478 -2.2105 -1.1356 -1.5204
C -1.885 -2.721 -0.729 -0.9301 0.1465 0.6820
O -0.707 -3.252 -0.183 1.8953 -0.0018 0.9477
C -0.801 -3.397 1.160 3.0030 -3.2438 2.0112
O 0.079 -3.858 1.949 -2.6979 2.3423 -3.3605
O -2.047 -3.249 1.550 -0.5264 0.6876 0.5497
H -2.671 -0.783 1.145 -0.5930 0.0176 -0.2941
H -4.188 -1.535 1.651 0.1374 -0.2299 0.3684
H -4.049 -1.073 0.059 -1.0181 1.0903 -2.3570
H -3.612 -3.596 0.210 0.9265 1.2488 0.8879
H -1.758 -1.725 -1.135 0.3236 0.2743 0.0811
H -2.250 -3.345 -1.526 0.2331 -0.3068 -0.1341
C 7.867 -5.094 0.412 -0.4543 -0.5011 -0.3451
O 6.505 -5.474 0.037 0.7962 -0.2246 -0.1895
C 5.684 -4.488 0.008 -1.9171 7.9532 1.9945
O 5.900 -3.191 0.457 -0.7210 -7.2598 -2.4467
O 4.498 -4.849 -0.497 -0.5674 0.7311 0.2490
C 3.343 -3.865 -0.555 -0.1805 -1.0150 -0.1570
H 7.835 -4.971 1.498 0.4894 -0.0231 -0.2234
H 8.065 -4.128 -0.084 0.3384 -0.6151 0.3025
H 8.470 -5.971 0.062 -0.3290 1.1228 0.4713
H 3.028 -3.492 0.432 0.9009 0.0435 -0.3270
H 2.431 -4.437 -0.887 1.3532 0.1169 0.0653
H 3.542 -3.081 -1.299 0.1767 -0.2287 0.6230
C 2.742 -1.043 2.396 2.2686 -1.1875 -2.6927
O 3.457 -0.672 3.583 0.3380 0.0437 -0.5518
C 3.923 0.557 3.525 -1.6127 6.2695 -3.4661
O 3.446 1.595 2.686 2.7049 -6.1716 4.7315
O 4.884 0.760 4.415 0.0169 -2.7901 -0.9200
C 5.392 2.078 4.662 -0.6829 -0.1194 -2.5603
H 3.371 -0.929 1.460 -0.0808 -0.0379 1.2978
H 1.977 -0.424 2.179 -2.5177 2.3360 0.0481
H 2.343 -2.042 2.255 0.4179 -0.5593 1.5012
H 5.943 2.038 5.570 0.8380 -0.2204 0.3601
H 4.404 2.406 4.890 -0.1347 2.7713 -0.0463
H 5.963 2.458 3.702 -1.3934 -0.3886 2.2379
C -2.837 4.048 -2.937 -0.6062 0.1240 -1.7921
O -3.313 2.941 -2.162 0.4670 -1.2415 -0.1761
C -3.912 3.167 -1.038 -0.3479 7.7468 4.0903
O -4.203 4.449 -0.558 1.1770 -7.1132 -3.0187
O -3.959 2.122 -0.237 -0.1115 -0.5875 -3.4139
C -4.549 2.290 0.998 -0.6769 -0.6707 2.1934
H -3.760 4.527 -3.281 0.4606 0.6992 0.2678
H -2.376 3.654 -3.908 -0.3071 0.1528 1.8103
H -2.152 4.700 -2.375 -0.4333 -0.3317 -0.1909
H -3.714 2.722 1.571 -0.9927 -0.2970 0.7564
H -4.935 1.283 1.353 1.1224 1.0763 -0.2885
H -5.442 2.908 0.976 0.2657 0.4798 -0.1708
C -3.687 4.920 3.283 0.3870 1.6530 1.2471
O -2.410 4.294 3.008 0.8092 0.5388 -1.1033
C -1.701 3.650 3.920 -4.1635 -3.5618 5.9233
O -2.262 3.227 5.129 3.7258 2.8347 -6.5971
O -0.548 3.230 3.422 -2.1424 1.4356 -1.5489
C 0.421 2.645 4.210 -1.0181 1.2589 4.7678
H -4.432 4.181 3.347 -0.7571 -1.2312 0.7451
H -4.150 5.608 2.499 1.9450 -0.7914 0.4262
H -3.525 5.479 4.247 -0.6927 -0.6015 -0.9416
H -0.055 1.906 4.918 0.7115 0.8824 -0.7273
H 0.862 3.513 4.799 -0.1760 -1.2893 -0.3149
H 1.167 2.218 3.651 1.5057 -1.0329 -1.7484
C -1.818 0.004 -5.836 2.5188 1.3052 1.7649
C -1.358 1.073 -4.768 0.8519 1.6551 -2.9673
C 0.150 1.074 -4.396 -0.9724 0.2916 1.1076
C 0.572 2.304 -3.688 -1.6868 -5.1769 -2.7153
N 0.782 3.259 -3.160 1.0743 4.5530 2.5527
H -1.591 0.450 -6.799 0.5140 -0.6814 -0.2813
H -2.849 -0.004 -5.792 -2.2145 -0.5666 0.2227
H -1.319 -0.933 -5.584 -0.3336 -0.2676 -0.6085
H -1.974 1.214 -3.929 -0.8982 -0.3882 1.1082
H -1.511 2.009 -5.433 0.3707 -0.8277 1.5407
H 0.674 1.015 -5.269 1.4515 0.5536 -2.8659
H 0.608 0.199 -3.958 -0.6832 -0.3707 1.1285
C 3.709 1.258 -2.941 -2.3330 -1.4299 1.4389
C 3.953 1.786 -1.551 4.4241 0.8345 -2.0106
C 4.801 0.847 -0.709 0.2569 1.1964 0.2571
C 6.243 0.881 -1.095 2.2816 -0.3240 -0.4129
N 7.382 0.900 -1.398 -3.3933 0.0247 0.8455
H 4.449 1.052 -3.623 2.7349 -0.0376 -0.8855
H 3.094 1.947 -3.433 -1.2450 0.8459 -0.8643
H 3.204 0.255 -2.888 -0.1037 0.8684 0.1599
H 3.125 2.105 -1.057 -2.8883 0.1750 1.3597
H 4.527 2.775 -1.591 -0.4669 -1.1326 -0.2556
H 4.382 -0.131 -0.695 0.0275 -1.0848 -0.3122
H 4.626 1.221 0.288 0.7389 -0.0348 0.7378
```
Positions in Å, forces in eV/Å.

Löwdin population analysis, charges in e, atoms 1 to 2:
1. C 0.01
2. C -0.29